Entry 1:
{
  "formula": "C49H47N9O2S4Sn",
  "method": "ωB97M-V/def2-TZVPD",
  "elements": ["Sn", "N", "N", "C", "N", "S", "H", "H", "H", "H", "H", "N", "S", "N", "S", "N", "S", "N", "C", "C", "C", "C", "C", "C", "C", "C", "C", "C", "C", "C", "C", "C", "C", "C", "C", "C", "C", "C", "C", "C", "C", "C", "C", "C", "C", "C", "C", "C", "C", "C", "C", "C", "C", "C", "H", "H", "H", "H", "H", "H", "H", "H", "H", "H", "H", "H", "H", "H", "H", "H", "H", "H", "H", "H", "H", "H", "H", "H", "H", "H", "H", "H", "H", "H", "O", "C", "C", "C", "C", "N", "C", "C", "C", "C", "C", "C", "O", "C", "C", "N", "H", "H", "H", "H", "H", "H", "H", "H", "H", "H", "H", "H"],
  "xyz": [[0.976, 1.878, 1.390], [-2.082, 0.808, 2.260], [-2.906, -0.047, 2.991], [-2.425, -0.899, 3.880], [-3.202, -1.420, 4.809], [-0.737, -1.400, 3.932], [-2.446, 1.755, 2.308], [-1.993, 0.544, 1.278], [-3.909, 0.100, 2.960], [-4.141, -1.091, 4.991], [-2.832, -2.096, 5.464], [-0.177, 1.116, -0.286], [0.065, 0.494, -1.608], [-0.421, -1.110, -1.716], [0.266, -2.413, -1.255], [0.739, -2.509, 0.276], [0.036, -2.687, 1.670], [-0.133, -1.275, 2.365], [-1.590, -3.418, 1.557], [-2.534, -2.647, 0.888], [-3.817, -3.145, 0.745], [-4.139, -4.398, 1.253], [-3.193, -5.140, 1.948], [-1.906, -4.649, 2.114], [1.180, -3.709, 2.566], [1.296, -5.058, 2.240], [2.200, -5.836, 2.942], [2.971, -5.270, 3.952], [2.853, -3.919, 4.256], [1.956, -3.126, 3.560], [-0.838, -3.741, -1.664], [-2.046, -3.514, -2.302], [-2.820, -4.609, -2.652], [-2.376, -5.897, -2.382], [-1.148, -6.104, -1.762], [-0.364, -5.023, -1.403], [1.723, -2.813, -2.180], [1.574, -2.729, -3.561], [2.651, -3.057, -4.364], [3.849, -3.464, -3.787], [3.971, -3.554, -2.406], [2.901, -3.235, -1.586], [1.775, 0.570, -2.144], [2.084, 0.933, -3.447], [3.417, 1.036, -3.819], [4.420, 0.783, -2.893], [4.097, 0.411, -1.593], [2.770, 0.304, -1.213], [-0.955, 1.175, -2.892], [-1.165, 0.468, -4.071], [-1.937, 1.045, -5.066], [-2.488, 2.307, -4.874], [-2.252, 3.006, -3.697], [-1.474, 2.446, -2.696], [-2.246, -1.685, 0.478], [-4.570, -2.560, 0.233], [-5.135, -4.795, 1.116], [-3.462, -6.097, 2.374], [-1.177, -5.213, 2.678], [0.686, -5.491, 1.457], [2.297, -6.887, 2.707], [3.669, -5.884, 4.505], [3.455, -3.481, 5.039], [1.866, -2.071, 3.785], [-2.352, -2.501, -2.528], [-3.769, -4.459, -3.150], [-2.976, -6.747, -2.678], [-0.797, -7.110, -1.578], [0.614, -5.161, -0.957], [0.622, -2.439, -3.989], [2.555, -3.004, -5.440], [4.687, -3.727, -4.419], [4.903, -3.880, -1.967], [2.966, -3.317, -0.509], [1.304, 1.155, -4.162], [3.671, 1.322, -4.830], [5.457, 0.881, -3.183], [4.880, 0.203, -0.877], [2.507, -0.006, -0.207], [-0.750, -0.524, -4.187], [-2.104, 0.513, -5.993], [-3.107, 2.742, -5.647], [-2.672, 3.992, -3.557], [-1.275, 2.968, -1.769], [-0.898, 8.091, -1.474], [0.144, 7.419, -2.136], [0.507, 6.203, -1.339], [1.088, 5.076, -1.916], [1.318, 3.969, -1.130], [1.020, 3.917, 0.173], [0.520, 5.021, 0.756], [0.252, 6.168, 0.028], [0.219, 4.942, 2.199], [0.124, 6.077, 2.987], [-0.185, 5.959, 4.340], [-0.236, 7.185, 5.199], [0.576, 8.170, 4.616], [-0.432, 4.682, 4.840], [-0.309, 3.602, 3.995], [0.027, 3.713, 2.706], [-1.068, 8.937, -1.900], [1.043, 8.046, -2.213], [-0.146, 7.125, -3.152], [1.332, 5.057, -2.969], [1.747, 3.068, -1.554], [-0.202, 7.034, 0.486], [0.316, 7.064, 2.593], [0.074, 6.941, 6.222], [-1.285, 7.513, 5.248], [0.534, 8.981, 5.134], [-0.685, 4.538, 5.882], [-0.467, 2.592, 4.358]],
  "lowdin_charge": [1.273, 0.038, -0.020, -0.587, 0.178, 0.993, 0.108, 0.049, 0.178, 0.150, 0.132, -0.459, 0.798, -0.349, 0.939, -0.337, 0.875, -0.598, -0.330, -0.106, -0.043, -0.018, -0.018, -0.040, -0.330, -0.074, -0.021, -0.007, -0.021, -0.077, -0.330, -0.058, -0.029, -0.013, -0.023, -0.059, -0.334, -0.055, -0.022, -0.013, -0.029, -0.057, -0.346, -0.051, -0.022, -0.019, -0.034, -0.124, -0.333, -0.079, -0.028, -0.018, -0.033, -0.061, 0.099, 0.126, 0.130, 0.131, 0.113, 0.106, 0.130, 0.132, 0.130, 0.091, 0.114, 0.128, 0.130, 0.128, 0.115, 0.113, 0.129, 0.130, 0.127, 0.112, 0.114, 0.129, 0.129, 0.127, 0.064, 0.099, 0.127, 0.129, 0.123, 0.098, -0.033, -0.192, -0.130, 0.028, -0.118, -0.036, -0.188, 0.084, -0.201, 0.084, -0.128, -0.194, -0.030, 0.029, -0.129, -0.062, 0.117, 0.153, 0.138, 0.136, 0.099, 0.133, 0.133, 0.142, 0.151, 0.118, 0.135, 0.107],
  "energy_ev": -118213.654,
  "de_lowest_kj_mol": 186.5,
  "spin_multiplicity": 1,
  "total_charge": 4,
  "homo_ha": -0.6500
}

Entry 2:
{
  "formula": "C2H2O3S",
  "method": "ωB97M-V/def2-TZVPD",
  "elements": ["C", "C", "O", "O", "O", "S", "H", "H"],
  "xyz": [[-0.599, 0.637, -0.308], [-1.711, 0.062, -0.032], [1.786, -1.359, -0.604], [2.159, 0.026, 1.364], [0.415, 1.167, -0.545], [2.318, -0.139, -0.057], [-2.380, -0.263, -0.804], [-1.987, -0.131, 0.986]],
  "nbo_charge": [0.739, -0.736, -0.864, -0.864, -0.509, 1.683, 0.273, 0.277],
  "energy_ev": -19082.421,
  "de_lowest_kj_mol": 195.3,
  "spin_multiplicity": 1,
  "total_charge": 0,
  "homo_ha": -0.3719
}